ORCA calculation (wB97M-V/def2-TZVPD) on C37H47AlF4N2SSb2 as an isolated structure.

Element x y z (Å)
C -2.77285 -19.39680 14.67733
H -2.42549 -10.69271 14.83066
H -0.13749 -18.40730 12.68635
H -1.86658 -14.02068 6.42524
C 2.64656 -14.74727 16.73451
C 2.61807 -15.93969 14.22712
C 5.83732 -17.63836 10.97628
C 3.78569 -15.44927 16.23306
C -1.30442 -17.10699 14.08007
F 6.32520 -14.43106 12.62456
H 3.71410 -12.40703 8.85717
C 4.44892 -15.06922 11.28511
H 5.33334 -12.57734 11.15390
H 2.05113 -10.18499 6.25396
H 4.28398 -11.42853 7.49354
C 1.79798 -12.24227 13.23613
H -1.37228 -13.64179 9.45333
H -2.65056 -11.76555 8.31691
C 2.17005 -12.03549 7.33125
H 0.82710 -12.72972 13.33297
H 4.56631 -16.65390 14.64398
H 3.40211 -11.05452 10.60557
H -4.93281 -13.35335 12.57977
C 1.53302 -15.17588 6.98295
C 3.07530 -15.37149 6.85842
C 1.39089 -10.81494 6.85842
C 4.64195 -17.32203 10.32333
H 0.04863 -11.42422 11.40732
C -0.96578 -18.30886 13.42466
Sb 1.04732 -13.53162 8.28171
C -1.91434 -14.21623 7.45114
H -1.68152 -15.23869 7.57590
H -0.14715 -14.61747 5.83975
C 3.37898 -11.56076 11.57121
C 0.89109 -14.81906 5.65789
H 0.72438 -14.00053 16.33800
Sb -0.25040 -15.32298 13.65135
H 4.61047 -12.88072 12.78585
H -4.61358 -11.17282 13.73355
F 4.09185 -18.19697 9.43289
H 3.11647 -10.70927 8.65024
C -2.94414 -14.05331 13.11418
C 1.01536 -10.98712 11.27505
H 1.15222 -9.98983 11.77708
H 1.80955 -11.25465 13.68472
C -2.58006 -11.62700 14.34666
C 1.54760 -14.59124 15.92515
C 5.68004 -15.34137 11.90673
H 1.23340 -10.80465 10.24458
H 2.58169 -12.88951 13.64880
H 3.62349 -15.56256 7.77240
N 1.99652 -11.98116 11.77484
H 1.01400 -15.66802 5.01764
H -0.70917 -12.38874 15.12292
C -2.36131 -17.06091 15.04034
H 1.11757 -10.23187 7.74354
H 0.44338 -11.04845 6.33551
C -1.10032 -13.32846 8.41498
H 1.46314 -13.99759 5.18197
Al 1.91306 -13.78095 10.79359
F 2.74378 -16.04551 10.00946
C 3.96903 -16.17882 10.56786
H 2.52216 -12.57778 6.46287
H -3.08604 -14.92685 12.48938
C 1.53274 -15.15474 14.69270
H 3.60550 -10.76888 12.28056
H -2.65456 -16.09602 15.49064
C -3.77881 -11.89549 13.72240
C 4.36710 -12.74912 11.75193
H 3.61701 -14.57723 6.37848
H 1.09046 -16.08641 7.45032
S 0.20445 -15.17543 11.31657
F 7.49519 -16.65877 12.39702
H -3.38554 -20.34140 14.74177
C -4.00531 -13.13178 13.08380
H 4.61876 -15.52560 16.87172
H -2.93270 -14.00241 7.73421
H 2.63547 -14.32680 17.72482
H -1.36666 -11.34545 7.28653
H -3.83534 -18.23405 16.12255
H 3.19476 -16.13358 6.05469
H -1.60737 -20.38200 13.21982
C 3.77166 -16.03109 14.99384
H -1.22650 -11.18260 9.04268
C -1.60636 -11.83161 8.24423
H 2.60166 -16.42794 13.23954
C -1.76595 -19.47016 13.73683
C 3.41304 -11.63156 8.15818
C -1.76350 -13.83257 13.83601
H 6.32439 -18.61402 10.85813
C -1.56577 -12.61635 14.45390
C -3.03894 -18.22172 15.37994
N 3.65953 -13.93576 11.28168
C 6.32222 -16.58716 11.69467

Output
Energy above the lowest of the compared OMol25 structures with the same formula, charge and spin ... 3.6 kcal/mol
Total charge ... +2

Here are the Mulliken charges for atoms 1 to 8, given in e:
1 C -0.40
2 H 0.53
3 H 0.33
4 H 0.53
5 C -0.75
6 C -0.60
7 C -0.88
8 C -0.79

ORCA calculation (wB97M-V/def2-TZVPD) on C37H47BN12O6S5SeSr as an isolated structure.

Element x y z (Å)
C 3.11927 6.03295 1.00291
H 6.12353 -3.92316 3.54245
H 2.61781 -4.48991 2.14968
H 4.14786 -3.26549 0.55304
H -4.38959 0.30661 2.01448
H -4.83326 -2.79942 2.59523
H -3.09241 -3.10500 2.82172
N -0.43103 0.32483 3.31201
B 0.84941 0.62718 2.50103
C 0.72516 5.79211 0.48619
S -0.72914 3.70741 2.59289
C 0.25771 -4.04987 -3.15225
H -5.19655 -2.06999 4.84787
H -0.33101 -0.78764 -7.55071
N 1.45009 2.06736 2.69157
C 2.82308 2.21907 2.51324
C 4.26288 -3.22044 2.70232
C -3.78984 -1.16349 3.47511
C 0.87804 3.27538 2.32940
C -0.60000 0.66554 -4.51500
N -4.50361 -1.87984 -7.16134
C -1.11968 1.14628 4.17652
H -4.30799 0.47250 -5.94884
H -3.81436 -3.74744 -5.41619
H 3.08683 -4.66779 3.84375
H 2.25541 6.23122 3.57534
H -5.01873 -1.12702 -7.58404
H 1.17008 -0.69314 4.97256
O 2.22998 0.97303 -2.29845
C -4.77260 -0.10969 2.94684
C -4.00755 -0.36838 -5.33614
H 5.60924 -4.01931 1.24922
C 3.08413 3.45641 2.07400
S 1.89903 2.35133 -1.90548
H 0.51855 6.00319 3.27528
C -3.83142 -2.36340 2.54050
H 1.35303 7.42624 2.61270
H -5.73622 -0.57945 2.74389
H 3.39063 5.39600 0.16202
N 1.87551 -0.44833 2.96662
H 0.98679 5.21204 -0.39470
H -1.35342 1.35396 -8.23747
C 1.91396 -3.08373 -1.80734
H 2.31143 -4.74157 -3.14407
H 5.42111 -2.24284 1.15601
C -1.51654 2.11482 -6.24861
H -0.11504 -4.78173 -3.86732
C 2.76799 -1.11040 2.18144
C -3.72487 -2.73523 -5.03481
C -3.23630 -2.51849 -3.75983
N -0.64043 -3.19680 -2.70096
H 3.01100 7.05860 0.64820
H 5.87495 -2.17368 3.68876
H -4.86850 -2.79520 -7.35761
H 0.17693 -1.22978 -5.16466
C -3.07711 -1.21984 -3.29450
N -0.35924 0.56182 -3.16818
C 1.84115 -1.03454 4.20479
C -1.24873 -0.73424 2.97096
H -1.96728 3.05588 -6.54077
O 1.08555 3.04015 -2.95462
H -0.67385 2.02513 4.59612
N -1.03768 -1.37305 -1.26120
N 1.88372 4.13460 1.96726
H -3.16771 1.03569 4.92655
C 5.38502 -3.14634 3.74690
O -3.47760 -1.73243 -0.85988
S -2.53188 -0.93726 -1.61745
H -3.49238 -2.38712 5.22923
O -2.62307 0.48310 -1.31696
C 4.90762 -3.18463 1.32244
N 1.04166 -2.22967 -1.31219
C -0.57574 -0.04635 -6.79885
H 5.01546 -3.28696 4.76288
C -4.09003 -1.65969 -5.84610
C -0.28312 -0.29737 -5.46986
H 3.51782 1.42967 2.71255
H -4.20409 -0.80569 5.59363
C -1.26045 1.87188 -4.89908
C -2.35293 0.65168 4.34235
H 4.02988 3.87943 1.79952
C 1.58316 -4.04883 -2.74891
H -0.26010 5.49056 0.82165
S -0.68542 -2.09331 2.14886
H 2.92349 -2.99750 -1.41553
Sr 0.55488 0.21567 -1.06637
N -1.60820 2.70091 -3.86007
C 1.77934 5.56673 1.57441
H 3.91307 6.01576 1.75444
H -3.43670 0.84447 -3.65458
C -4.19774 -1.63132 4.88011
H 2.97248 -2.72737 5.00991
Se -0.86245 2.03302 -2.46710
H -4.92405 0.70478 3.65674
C -1.16864 1.15746 -7.18664
S 3.15012 -0.63395 0.59466
O 1.05081 2.24656 -0.67331
H -2.96104 -3.33908 -3.12259
C -0.23243 -2.27817 -1.79864
H 0.63406 0.41143 1.30208
O 3.09173 3.13358 -1.64104
N 3.32023 -2.10588 2.96651
C -3.49724 -0.15300 -4.06765
H 0.70628 6.85250 0.22270
H 4.09716 -5.38133 2.57433
C 1.45201 6.36365 2.84575
H -3.64264 -2.07788 1.51085
C 3.46804 -4.52712 2.83174
C 2.72284 -2.04380 4.22042
N -2.45941 -0.51880 3.59277

Output
Energy above the lowest of the compared OMol25 structures with the same formula, charge and spin ... 104.6 kcal/mol
Total charge ... -2

Here are the Mulliken charges for atoms 1 to 8, given in e:
1 C -2.06
2 H 0.45
3 H 0.30
4 H 0.27
5 H 0.34
6 H 0.54
7 H 0.40
8 N 0.63